Density functional theory data (the ωB97M-V functional and the def2-TZVPD basis) for a molecular structure, C9H13GdO4P at a distorted geometry.

Computed properties:
charge	+3
spin multiplicity	8
HOMO energy (spin up / spin down)	-18.114 / -19.461	eV
<S²>	15.803
ΔE to the lowest compared entry with this formula, charge and spin	2.435	eV

Each line ends with the Löwdin charge.
Atoms and positions in Å:
1 Gd -0.09 0.14 -0.91  1.02
2 O 0.22 3.71 -0.04  0.18
3 C 0.12 2.61 -0.38  -0.03
4 C -0.15 -2.13 -0.50  -0.18
5 O -0.13 -3.27 -0.33  0.19
6 C 2.40 0.18 -0.58  -0.03
7 O 3.54 0.15 -0.36  0.19
8 C -2.42 0.37 -0.45  -0.11
9 O -3.56 0.46 -0.40  0.19
10 C 0.07 0.96 -5.58  0.23
11 H -0.83 1.58 -5.61  0.13
12 H 1.02 1.49 -5.59  0.13
13 C 0.00 -0.37 -5.64  0.24
14 H 0.90 -0.99 -5.70  0.13
15 H -0.95 -0.90 -5.72  0.13
16 C -1.22 -1.13 3.42  -0.21
17 P -0.34 -0.39 1.96  0.73
18 C -0.16 1.27 2.71  -0.26
19 C 1.29 -1.09 2.40  -0.25
20 H -2.21 -0.67 3.57  0.08
21 H -0.56 -0.85 4.26  0.06
22 H -1.29 -2.22 3.34  0.07
23 H 0.05 1.11 3.77  0.07
24 H 0.65 1.86 2.27  0.04
25 H -1.12 1.79 2.59  0.06
26 H 1.38 -0.96 3.48  0.08
27 H 1.29 -2.15 2.13  0.06
28 H 2.12 -0.57 1.90  0.03

Density functional theory data (the ωB97M-V functional and the def2-TZVPD basis) for a molecular structure, C9H13N2O2Pd at a distorted geometry.

Computed properties:
charge	-1
HOMO energy	-3.032	eV

Each line ends with the Löwdin charge.
Atoms and positions in Å:
1 Pd 0.40 0.16 1.59  0.49
2 N -2.44 1.85 -0.25  0.15
3 C -1.60 2.71 -0.87  -0.60
4 O -1.92 3.74 -1.41  0.02
5 C -0.17 2.17 -0.77  -0.24
6 C 0.22 2.20 0.72  -0.31
7 H -3.39 1.85 -0.58  0.10
8 H -2.15 1.03 0.20  0.04
9 H 0.50 2.56 -1.52  0.08
10 H -0.06 1.02 -1.14  0.10
11 H -0.46 2.77 1.28  -0.04
12 H 1.13 2.75 0.89  -0.03
13 O 3.38 -1.34 0.29  -0.14
14 C 2.52 -1.26 -0.77  -0.28
15 C 1.08 -1.46 -0.35  -0.31
16 C 0.86 -1.80 1.08  -0.24
17 C -0.49 -1.82 1.53  -0.26
18 C -1.48 -1.87 0.51  -0.12
19 C -1.13 -1.69 -0.83  -0.20
20 N 0.12 -1.46 -1.25  0.06
21 H 2.92 -0.76 1.06  0.13
22 H 2.74 -2.18 -1.34  0.13
23 H 2.67 -0.38 -1.38  0.11
24 H 1.69 -2.34 1.67  0.13
25 H -0.67 -2.26 2.48  0.07
26 H -2.42 -2.33 0.78  0.08
27 H -1.85 -1.86 -1.62  0.09

Density functional theory data (the ωB97M-V functional and the def2-TZVPD basis) for C9H13N3 in the gas phase at a distorted geometry.

Computed properties:
SMILES	CC[C@@H]1C=N[C@]2(C)C=NC=N[C@H]12
HOMO energy	-9.180	eV
ΔE to the lowest compared entry with this formula, charge and spin	2.851	eV

Each line ends with the Löwdin charge.
Atoms and positions in Å:
1 C 2.66 0.95 -1.35  -0.12
2 C 1.18 0.92 -1.65  -0.25
3 C 0.56 -0.22 -0.92  -0.21
4 C -0.80 -0.50 -1.63  -0.11
5 N -1.77 -0.52 -0.83  0.12
6 C -1.19 -0.62 0.64  -0.49
7 C -1.36 -2.12 0.87  -0.02
8 C -2.09 0.09 1.63  -0.02
9 N -1.69 1.15 2.35  0.05
10 C -0.47 1.75 2.02  -0.18
11 N 0.50 1.07 1.42  0.11
12 C 0.15 -0.21 0.70  -0.21
13 H 3.16 1.62 -2.13  0.10
14 H 3.11 0.04 -1.52  0.04
15 H 2.77 1.35 -0.35  0.07
16 H 1.07 0.58 -2.72  0.13
17 H 0.84 1.89 -1.20  0.13
18 H 1.12 -1.08 -1.06  0.11
19 H -0.99 -0.61 -2.68  0.11
20 H -2.36 -2.26 0.66  0.06
21 H -1.04 -2.44 1.95  0.14
22 H -0.70 -2.58 0.16  0.08
23 H -3.20 -0.06 1.91  0.15
24 H -0.30 2.64 2.60  0.09
25 H 0.83 -0.83 1.12  0.11

Density functional theory data (the ωB97M-V functional and the def2-TZVPD basis) for a gas-phase ion, C9H13N4 (charge +1) at a distorted geometry.

Computed properties:
SMILES	CN1C[N@H+](C)N=C1c1ccncc1
charge	+1
HOMO energy	-13.095	eV
ΔE to the lowest compared entry with this formula, charge and spin	3.884	eV

Each line ends with the Löwdin charge.
Atoms and positions in Å:
1 C -0.44 1.86 0.64  -0.03
2 N -0.45 0.98 -0.56  -0.07
3 C -1.74 0.41 -0.97  -0.08
4 N -1.50 -1.06 -0.78  -0.12
5 C -2.11 -1.56 0.53  0.07
6 N -0.06 -1.28 -0.77  0.16
7 C 0.53 -0.20 -0.50  -0.21
8 C 1.93 -0.16 -0.30  -0.18
9 C 2.49 -1.40 0.07  0.02
10 C 3.86 -1.39 0.34  -0.08
11 N 4.65 -0.31 0.12  0.09
12 C 4.11 0.82 -0.31  -0.11
13 C 2.73 0.95 -0.58  0.03
14 H -0.88 2.87 0.47  0.12
15 H -1.01 1.32 1.37  0.08
16 H 0.50 2.14 0.89  0.04
17 H -2.51 0.57 -0.10  0.16
18 H -1.88 0.71 -2.09  0.18
19 H -1.74 -1.46 -1.68  0.19
20 H -1.73 -2.60 0.50  0.12
21 H -1.68 -1.00 1.32  0.09
22 H -3.15 -1.37 0.54  0.09
23 H 1.93 -2.14 0.38  0.06
24 H 4.42 -2.33 0.52  0.13
25 H 4.79 1.58 -0.59  0.10
26 H 2.06 1.87 -0.80  0.15